Entry 1:
Here is an isolated ion of composition C4H7N2 and charge +1 at a distorted geometry from the OMol25 dataset. Energies are from wB97M-V/def2-TZVPD.

E   -265.721146 Ha
Gap between HOMO and LUMO   0.4503 Eh
SMILES   [H]/N=C/[N@+]12C[C@H]1C2
LUMO   -3.680 eV
Total charge   +1
Energy relative to the best compared isomer or geometry (same formula, charge and spin)   491.8 kJ/mol
Multiplicity   1

CARTESIAN COORDINATES (ANGSTROEM)
C (1.065, 0.832, 0.466)
C (-1.117, 0.992, 0.241)
C (0.015, -1.577, -0.223)
C (0.081, 1.241, -0.514)
N (-0.964, -2.324, -0.315)
N (-0.083, -0.108, 0.105)
H (1.976, 0.333, -0.028)
H (0.999, 1.135, 1.578)
H (-1.431, 1.557, 1.169)
H (-2.046, 1.132, -0.403)
H (1.110, -1.719, -0.210)
H (0.297, 1.330, -1.524)
H (-0.637, -3.243, -0.544)

Quick look at the natural (NBO) charges, all values in e:
1. C -0.193
2. C -0.219
3. C 0.282
4. C -0.011
5. N -0.505
6. N -0.258
7. H 0.247
8. H 0.269
9. H 0.266
10. H 0.274
11. H 0.193
12. H 0.262
13. H 0.392

=====

Entry 2:
Here is C19H26BrClNO6Si2V as an isolated structure at a distorted geometry from the OMol25 dataset. Energies are from wB97M-V/def2-TZVPD.

E   -5802.166144 Ha
Gap between HOMO and LUMO (spin up / spin down)   0.2104 / 0.2105 Eh
LUMO (spin up / spin down)   -8.722 / -8.720 eV
Total charge   +2
Energy relative to the best compared isomer or geometry (same formula, charge and spin)   232.2 kJ/mol
Multiplicity   1

CARTESIAN COORDINATES (ANGSTROEM)
V (0.028, 0.303, -0.935)
C (0.038, -3.523, -1.911)
Si (-0.841, -3.056, -0.336)
C (-2.579, -2.386, -0.321)
C (-0.340, -4.111, 1.117)
C (0.329, -1.003, 0.375)
C (1.686, -1.230, -0.105)
C (2.809, -1.853, 0.415)
C (3.967, -1.827, -0.352)
C (3.985, -1.181, -1.588)
C (2.834, -0.567, -2.048)
N (1.727, -0.611, -1.306)
Si (0.067, -0.637, 2.298)
C (-1.618, 0.200, 2.385)
C (0.172, -2.072, 3.503)
C (1.555, 0.480, 2.655)
H (-0.476, -4.378, -2.361)
H (1.068, -3.831, -1.722)
H (0.036, -2.725, -2.648)
H (-3.264, -3.114, 0.119)
H (-2.933, -2.186, -1.333)
H (-2.659, -1.464, 0.254)
H (-0.485, -5.160, 0.842)
H (-0.958, -3.916, 1.992)
H (0.707, -4.002, 1.403)
H (2.767, -2.355, 1.372)
H (4.863, -2.317, 0.008)
H (4.887, -1.149, -2.181)
H (2.791, -0.056, -3.000)
H (-2.419, -0.526, 2.535)
H (-1.834, 0.774, 1.485)
H (-1.653, 0.881, 3.237)
H (-0.780, -2.588, 3.623)
H (0.419, -1.631, 4.473)
H (0.943, -2.810, 3.286)
H (1.794, 1.154, 1.838)
H (2.445, -0.106, 2.886)
H (1.329, 1.092, 3.531)
O (-3.012, -0.283, -2.962)
Cl (-1.820, 0.303, -2.551)
O (-1.857, 0.579, -1.075)
O (-0.715, -0.664, -2.596)
O (-1.475, 1.493, -3.196)
Br (0.417, 4.531, -3.609)
C (-0.464, 4.682, -1.952)
C (-1.284, 5.784, -1.774)
C (-1.920, 6.001, -0.564)
C (-1.737, 5.133, 0.506)
C (-0.933, 4.030, 0.353)
C (-0.300, 3.762, -0.876)
C (0.399, 2.486, -0.953)
O (0.981, 1.979, -1.926)
O (0.292, 1.662, 0.097)
H (-1.419, 6.481, -2.589)
H (-2.558, 6.866, -0.445)
H (-2.223, 5.322, 1.452)
H (-0.781, 3.344, 1.175)

Quick look at the natural (NBO) charges, all values in e:
1. V 1.194
2. C -1.196
3. Si 1.902
4. C -1.204
5. C -1.192
6. C -0.612
7. C 0.151
8. C -0.235
9. C -0.076
10. C -0.219
11. C 0.116
12. N -0.451
13. Si 1.667
14. C -1.127
15. C -1.122
16. C -1.113
17. H 0.299
18. H 0.267
19. H 0.272
20. H 0.292
21. H 0.276
22. H 0.270
23. H 0.295
24. H 0.269
25. H 0.260
26. H 0.253
27. H 0.260
28. H 0.267
29. H 0.250
30. H 0.259
31. H 0.232
32. H 0.275
33. H 0.252
34. H 0.280
35. H 0.247
36. H 0.240
37. H 0.253
38. H 0.273
39. O -0.676
40. Cl 2.547
41. O -0.714
42. O -0.746
43. O -0.692
44. Br 0.173
45. C -0.022
46. C -0.243
47. C -0.092
48. C -0.222
49. C -0.129
50. C -0.194
51. C 0.736
52. O -0.509
53. O -0.523
54. H 0.257
55. H 0.248
56. H 0.245
57. H 0.231

=====

Entry 3:
Here is C18H47Li2N3O2 as an isolated structure at a distorted geometry from the OMol25 dataset. Energies are from wB97M-V/def2-TZVPD.

E   -1043.713441 Ha
Gap between HOMO and LUMO   0.2769 Eh
LUMO   0.063 eV
Total charge   0
Energy relative to the best compared isomer or geometry (same formula, charge and spin)   500.5 kJ/mol
Multiplicity   1

CARTESIAN COORDINATES (ANGSTROEM)
Li (-0.766, 0.494, 2.239)
Li (1.089, 0.197, -0.707)
O (-1.691, 0.190, -0.426)
H (-2.384, 0.358, -1.094)
O (1.970, 0.024, 1.811)
H (2.880, -0.247, 2.043)
C (-0.128, 2.581, 5.354)
C (-0.161, 3.573, 4.064)
N (-1.347, 3.415, 3.276)
C (-1.154, 4.074, 1.950)
C (-0.983, 5.582, 1.986)
C (-2.553, 3.715, 4.006)
C (-3.821, 3.382, 3.222)
H (-0.350, 1.546, 5.093)
H (-0.880, 2.770, 6.120)
H (0.832, 2.635, 5.866)
H (-0.051, 4.588, 4.444)
H (0.713, 3.313, 3.467)
H (-0.250, 3.670, 1.494)
H (-1.901, 3.787, 1.211)
H (-0.125, 5.888, 2.584)
H (-0.772, 5.887, 0.961)
H (-1.914, 6.032, 2.331)
H (-2.721, 4.764, 4.251)
H (-2.607, 3.155, 4.940)
H (-4.630, 3.447, 3.950)
H (-3.852, 2.318, 2.986)
H (-3.996, 3.946, 2.306)
C (-2.596, -6.100, 1.278)
C (-2.319, -5.680, -0.209)
N (-1.481, -4.486, -0.390)
C (-1.355, -4.130, -1.827)
C (-2.655, -3.617, -2.402)
C (-0.177, -4.538, 0.277)
C (0.810, -5.577, -0.104)
H (-3.472, -6.734, 1.417)
H (-2.719, -5.163, 1.821)
H (-1.662, -6.467, 1.704)
H (-1.883, -6.482, -0.804)
H (-3.259, -5.479, -0.724)
H (-0.692, -3.272, -1.935)
H (-0.961, -5.003, -2.346)
H (-3.456, -4.356, -2.441)
H (-3.054, -2.917, -1.668)
H (-2.521, -3.173, -3.388)
H (-0.361, -4.702, 1.338)
H (0.324, -3.571, 0.237)
H (1.647, -5.544, 0.592)
H (1.207, -5.540, -1.119)
H (0.464, -6.561, 0.213)
C (3.605, 3.097, -1.841)
C (3.847, 1.775, -2.545)
N (2.644, 1.077, -2.958)
C (3.027, -0.232, -3.497)
C (3.751, -1.238, -2.575)
C (1.866, 1.879, -3.894)
C (0.623, 1.188, -4.439)
H (3.167, 3.882, -2.458)
H (4.566, 3.572, -1.642)
H (3.018, 2.915, -0.941)
H (4.380, 2.018, -3.464)
H (4.549, 1.197, -1.944)
H (3.604, -0.060, -4.406)
H (2.095, -0.703, -3.810)
H (4.049, -2.193, -3.008)
H (3.113, -1.386, -1.703)
H (4.718, -0.844, -2.262)
H (1.597, 2.823, -3.419)
H (2.529, 2.178, -4.706)
H (0.040, 0.765, -3.621)
H (0.024, 1.910, -4.994)
H (0.909, 0.388, -5.122)

Quick look at the Löwdin charges, all values in e:
1. Li 0.745
2. Li 0.667
3. O -0.630
4. H -0.159
5. O -0.638
6. H -0.156
7. C -0.060
8. C -0.237
9. N -0.205
10. C -0.242
11. C -0.082
12. C -0.272
13. C -0.086
14. H 0.054
15. H 0.050
16. H 0.065
17. H 0.105
18. H 0.114
19. H 0.106
20. H 0.110
21. H 0.068
22. H 0.077
23. H 0.072
24. H 0.112
25. H 0.106
26. H 0.073
27. H 0.071
28. H 0.072
29. C -0.068
30. C -0.245
31. N -0.180
32. C -0.257
33. C -0.098
34. C -0.279
35. C -0.106
36. H 0.068
37. H 0.069
38. H 0.053
39. H 0.103
40. H 0.093
41. H 0.110
42. H 0.106
43. H 0.056
44. H 0.082
45. H 0.073
46. H 0.101
47. H 0.112
48. H 0.075
49. H 0.074
50. H 0.068
51. C -0.083
52. C -0.274
53. N -0.213
54. C -0.257
55. C -0.062
56. C -0.260
57. C -0.074
58. H 0.065
59. H 0.077
60. H 0.080
61. H 0.115
62. H 0.112
63. H 0.119
64. H 0.097
65. H 0.078
66. H 0.066
67. H 0.060
68. H 0.107
69. H 0.118
70. H 0.075
71. H 0.079
72. H 0.067

=====

Entry 4:
Here is C4H6FO2Yb as an isolated structure at a distorted geometry from the OMol25 dataset. Energies are from wB97M-V/def2-TZVPD.

E   -1564.776515 Ha
Gap between HOMO and LUMO   0.3027 Eh
LUMO   -5.606 eV
Total charge   +1
Multiplicity   1

CARTESIAN COORDINATES (ANGSTROEM)
O (-0.376, 2.249, 0.242)
C (0.122, 1.510, -0.603)
O (1.378, 1.654, -0.992)
C (-0.594, 0.249, -1.070)
C (-0.865, -0.639, 0.138)
C (0.344, -1.025, 0.952)
F (1.011, -2.144, 0.517)
H (-1.562, 0.522, -1.485)
H (-0.016, -0.242, -1.848)
H (-1.557, -0.135, 0.809)
H (-1.326, -1.575, -0.180)
H (1.125, -0.241, 0.896)
H (0.117, -1.142, 2.009)
Yb (2.412, 0.954, 0.668)

Quick look at the Löwdin charges, all values in e:
1. O 0.064
2. C -0.671
3. O -0.220
4. C -0.093
5. C -0.136
6. C -0.220
7. F -0.007
8. H 0.136
9. H 0.126
10. H 0.133
11. H 0.141
12. H -0.018
13. H 0.145
14. Yb 1.620

=====

Entry 5:
Here is C13H27AuN2SSi2Te as an isolated structure at a distorted geometry from the OMol25 dataset. Energies are from wB97M-V/def2-TZVPD.

E   -2001.973921 Ha
Gap between HOMO and LUMO   0.2792 Eh
LUMO   -0.055 eV
Total charge   0
Multiplicity   1

CARTESIAN COORDINATES (ANGSTROEM)
Au (-0.688, 1.034, -2.365)
C (0.922, 0.691, 3.247)
Si (0.634, 1.040, 1.407)
C (1.073, -0.589, 0.509)
C (1.674, 2.216, 0.546)
C (-1.046, 1.732, 1.335)
Te (-2.230, 1.505, -0.428)
C (-2.791, -0.539, 0.047)
Si (-3.601, -0.897, 1.715)
C (-4.946, -2.138, 1.454)
C (-2.466, -1.529, 3.070)
C (-4.417, 0.729, 2.265)
H (1.974, 0.317, 3.285)
H (0.327, -0.175, 3.635)
H (1.006, 1.557, 3.921)
H (2.177, -0.462, 0.382)
H (0.698, -0.449, -0.552)
H (0.784, -1.499, 0.954)
H (2.806, 2.158, 0.620)
H (1.540, 3.286, 0.914)
H (1.382, 2.192, -0.594)
H (-0.939, 2.745, 1.576)
H (-1.623, 1.232, 2.152)
H (-1.920, -1.211, -0.161)
H (-3.342, -0.816, -0.836)
H (-4.749, -3.107, 1.897)
H (-4.956, -2.331, 0.421)
H (-5.865, -1.784, 1.837)
H (-2.336, -2.625, 2.966)
H (-2.957, -1.451, 4.062)
H (-1.498, -1.096, 3.241)
H (-5.001, 1.072, 1.400)
H (-3.805, 1.580, 2.616)
H (-5.194, 0.640, 2.993)
C (5.077, -1.196, -5.062)
C (4.019, -0.528, -4.203)
C (4.389, -0.100, -2.924)
C (3.410, 0.561, -2.220)
N (2.242, 0.887, -2.691)
C (1.949, 0.427, -3.862)
S (0.343, 0.711, -4.545)
N (2.796, -0.268, -4.678)
H (5.729, -1.728, -4.335)
H (5.698, -0.435, -5.570)
H (4.692, -1.840, -5.804)
H (5.380, -0.393, -2.473)
H (3.650, 0.874, -1.161)

Quick look at the natural (NBO) charges, all values in e:
1. Au 0.301
2. C -1.121
3. Si 1.691
4. C -1.104
5. C -1.211
6. C -1.182
7. Te 0.696
8. C -1.157
9. Si 1.633
10. C -1.110
11. C -1.123
12. C -1.123
13. H 0.239
14. H 0.238
15. H 0.242
16. H 0.240
17. H 0.240
18. H 0.232
19. H 0.254
20. H 0.243
21. H 0.282
22. H 0.252
23. H 0.256
24. H 0.266
25. H 0.257
26. H 0.245
27. H 0.239
28. H 0.245
29. H 0.242
30. H 0.249
31. H 0.235
32. H 0.235
33. H 0.238
34. H 0.243
35. C -0.643
36. C 0.273
37. C -0.346
38. C 0.090
39. N -0.544
40. C 0.287
41. S -0.308
42. N -0.487
43. H 0.212
44. H 0.231
45. H 0.233
46. H 0.221
47. H 0.182

=====

Entry 6:
Here is an isolated ion of composition C5H14N2S and charge +1 at a distorted geometry from the OMol25 dataset. Energies are from wB97M-V/def2-TZVPD.

E   -706.235620 Ha
Gap between HOMO and LUMO (spin up / spin down)   0.2976 / 0.1070 Eh
LUMO (spin up / spin down)   -4.055 / -9.229 eV
Total charge   +1
Energy relative to the best compared isomer or geometry (same formula, charge and spin)   199.2 kJ/mol
Multiplicity   2

CARTESIAN COORDINATES (ANGSTROEM)
C (-1.645, -1.216, -0.817)
C (-0.558, -2.062, -1.523)
S (-0.419, -1.733, -3.239)
C (-1.177, 0.227, -0.611)
N (-0.495, 0.345, 0.696)
C (0.341, 1.570, 0.704)
C (1.158, 1.678, 1.992)
N (2.551, 1.213, 1.800)
H (-2.535, -1.173, -1.451)
H (-1.950, -1.635, 0.138)
H (0.422, -1.782, -1.125)
H (-0.687, -3.123, -1.310)
H (-0.748, -2.930, -3.769)
H (-0.476, 0.567, -1.402)
H (-1.985, 0.952, -0.638)
H (0.208, -0.391, 0.677)
H (0.951, 1.712, -0.185)
H (-0.334, 2.428, 0.682)
H (0.623, 1.169, 2.793)
H (1.246, 2.726, 2.264)
H (2.518, 0.210, 1.609)
H (2.992, 1.250, 2.717)

Quick look at the natural (NBO) charges, all values in e:
1. C -0.410
2. C -0.625
3. S 0.729
4. C -0.234
5. N -0.577
6. C -0.246
7. C -0.235
8. N -0.814
9. H 0.232
10. H 0.277
11. H 0.283
12. H 0.283
13. H 0.161
14. H 0.159
15. H 0.229
16. H 0.319
17. H 0.181
18. H 0.203
19. H 0.187
20. H 0.206
21. H 0.329
22. H 0.364